This record from the Open Molecules 2025 dataset describes one molecule with the formula C4H6O2. The level of theory is the ωB97M-V functional and the def2-TZVPD basis.

Cartesian coordinates (Å):
O (1.69920, 0.43709, -0.27851)
C (0.59731, 0.08226, 0.47166)
C (-0.01457, -0.93797, -0.29192)
C (-1.13108, -0.60556, -0.92575)
O (-1.25495, 0.91036, -0.68631)
C (-0.52066, 0.94376, 0.56750)
H (2.06239, -0.45232, -0.33201)
H (0.97682, -0.23853, 1.57067)
H (0.34265, -2.01851, -0.45897)
H (-1.51709, -1.11948, -1.85169)
H (-0.19642, 2.11608, 0.64124)
H (-1.04360, 0.88282, 1.57409)

- Energy: -306.3667 a.u.
- Structure (SMILES): O[C@@H]1C=COC1
- HOMO level: -9.38 eV
- Lowest unoccupied orbital energy: 0.743 eV
- HOMO-LUMO gap: 10.123 eV